Molecular formula: C4H7NO
Method: DFT, ωB97M-V/def2-TZVPD

Last column: Mulliken charge in e.
Cartesian coordinates (Å):
H: -1.26 1.26 0.07  0.249
O: 2.36 0.50 -1.54  -0.646
H: 1.97 0.12 1.44  0.276
H: 1.94 -1.55 0.91  0.280
H: -1.28 -1.21 -1.80  0.329
H: -2.45 0.91 -1.40  0.267
H: 3.39 -0.52 0.25  0.286
C: 0.45 -0.50 -0.90  0.356
C: -0.79 -0.67 -1.02  -0.622
N: 1.66 -0.14 -0.70  0.449
H: -2.74 0.29 0.37  0.292
C: 2.27 -0.49 0.56  -0.749
C: -2.05 0.60 -0.42  -0.768

Calculated values
HOMO-LUMO gap (spin up / spin down)	8.6 / 8.6	eV
LUMO level (spin up / spin down)	0.382 / 0.382	eV
total charge	0
HOMO energy (spin up / spin down)	-8.2 / -8.2	eV
energy above the lowest of the compared OMol25 structures with the same formula, charge and spin	625.6	kJ/mol